Record 1
Computed, not measured: a cluster of 4 separate species, C8H16Br8 in total at a distorted geometry, with the ωB97M-V functional and the def2-TZVPD basis.

The energy above the lowest of the compared OMol25 structures with the same formula, charge and spin is 26.7 kcal/mol. As for the HOMO-LUMO gap: 9.823 eV. Its SMILES is BrCCBr.BrCCBr.BrCCBr.BrCCBr. The net charge is 0.

The geometry in XYZ format:
```
32
C8H16Br8 the ωB97M-V functional and the def2-TZVPD basis
Br 3.73 -0.70 -2.42
C 2.03 -1.79 -2.19
C 1.30 -1.85 -3.51
Br -0.16 -3.30 -3.55
H 1.43 -1.35 -1.39
H 2.29 -2.78 -1.82
H 2.03 -2.12 -4.28
H 0.87 -0.93 -3.89
Br -0.11 6.26 0.00
C -1.19 6.32 1.63
C -0.93 4.92 2.30
Br -1.60 3.49 0.97
H -2.23 6.55 1.42
H -0.72 7.14 2.18
H -1.57 4.71 3.15
H 0.07 4.64 2.65
Br 0.29 -1.70 2.23
C 1.40 -0.04 2.13
C 0.72 0.80 1.02
Br 1.77 2.43 0.72
H 2.41 -0.36 1.87
H 1.43 0.47 3.09
H -0.30 1.02 1.34
H 0.79 0.19 0.13
Br -0.75 -6.06 -0.07
C -1.87 -4.65 -0.88
C -1.60 -3.37 -0.14
Br -2.79 -1.90 -0.56
H -2.90 -4.98 -0.77
H -1.67 -4.49 -1.94
H -0.59 -3.02 -0.35
H -1.58 -3.52 0.94
```

Record 2
Computed, not measured: a cluster of 9 separate species, C19H56N4O9 in total at a distorted geometry, with the ωB97M-V functional and the def2-TZVPD basis.

The energy above the lowest of the compared OMol25 structures with the same formula, charge and spin is 9.5 kcal/mol. As for the HOMO-LUMO gap: 9.498 eV. Its SMILES is NC(N)=O.NC(N)=O.CC(C)O.CC(C)O.CC(C)O.CC(C)O.CC(C)O.CO.CO. The net charge is 0.

The geometry in XYZ format:
```
88
C19H56N4O9 the ωB97M-V functional and the def2-TZVPD basis
N 1.63 4.05 0.58
C 1.40 2.83 0.38
N 0.17 2.63 0.04
O 2.23 1.94 0.36
H 2.60 4.24 0.78
H 0.87 4.72 0.47
H -0.52 3.37 0.02
H -0.18 1.70 -0.14
N 1.05 -0.38 1.51
C 0.02 -0.76 0.79
N 0.10 -0.33 -0.45
O -0.99 -1.30 1.22
H 0.82 -0.63 2.47
H 1.57 0.44 1.24
H -0.67 -0.69 -0.99
H 0.96 0.07 -0.80
C -4.50 -0.67 -3.06
C -3.04 -0.26 -3.12
C -2.67 1.22 -3.10
O -2.47 -0.80 -1.96
H -4.95 -0.41 -2.10
H -4.72 -1.73 -3.24
H -5.19 -0.15 -3.73
H -2.60 -0.73 -4.01
H -1.63 1.36 -2.81
H -3.22 1.79 -2.35
H -2.75 1.75 -4.05
H -3.09 -0.78 -1.22
C -3.34 1.22 1.45
C -4.19 0.00 1.25
C -5.61 0.34 0.71
O -3.66 -0.85 0.33
H -3.02 1.71 0.53
H -2.41 0.86 1.89
H -3.84 1.92 2.11
H -4.23 -0.53 2.21
H -6.20 -0.57 0.58
H -5.64 0.84 -0.25
H -6.07 1.03 1.41
H -2.82 -1.15 0.68
C -1.10 -0.30 4.73
C 0.18 -0.62 5.45
C 0.49 -2.07 5.58
O 1.20 -0.09 4.73
H -1.17 0.74 4.41
H -1.89 -0.45 5.46
H -1.30 -1.00 3.92
H 0.16 -0.14 6.43
H 0.80 -2.42 4.60
H -0.24 -2.72 6.07
H 1.40 -2.21 6.17
H 0.97 0.84 4.85
C 5.23 -0.08 -1.97
C 4.06 -0.81 -1.40
C 4.35 -1.19 0.09
O 2.93 0.00 -1.49
H 5.30 0.95 -1.63
H 5.24 -0.14 -3.05
H 6.17 -0.59 -1.76
H 3.97 -1.72 -2.00
H 4.70 -0.30 0.61
H 5.15 -1.91 0.27
H 3.48 -1.63 0.58
H 2.98 0.67 -0.81
C 1.15 -1.09 -6.17
C 1.56 -0.28 -5.00
C 0.59 -0.30 -3.80
O 2.85 -0.54 -4.56
H 0.65 -2.02 -5.91
H 1.97 -1.13 -6.89
H 0.40 -0.54 -6.75
H 1.52 0.75 -5.36
H 0.86 0.45 -3.06
H 0.55 -1.25 -3.26
H -0.41 -0.09 -4.17
H 2.98 -0.16 -3.69
C 0.37 3.28 3.72
O 1.04 2.83 4.84
H 0.55 2.50 2.97
H -0.65 3.56 3.96
H 0.89 4.13 3.28
H 0.74 3.28 5.63
C 1.64 -3.61 -0.35
O 2.09 -4.96 -0.26
H 0.59 -3.56 -0.65
H 1.78 -3.01 0.55
H 2.09 -2.97 -1.11
H 1.92 -5.38 0.59
```

Lowest unoccupied orbital energy values, unit Eh, following the record order: 0.002 0.002.